Record 1
Entry from the OMol25 dataset: C40H58N2O3SiSr as an isolated structure at a distorted geometry (wB97M-V/def2-TZVPD).

Positions of all 105 atoms, in Å:
Sr 0.8682 -0.3948 -0.3839
O 2.2597 2.7894 -0.9443
C 3.2929 2.9172 -1.6321
C 3.5896 4.1482 -2.3218
C 4.7492 4.3609 -3.0100
C 5.7320 3.3653 -3.0844
C 5.4928 2.1575 -2.4703
C 4.3080 1.8930 -1.7848
C 4.1210 0.5946 -1.2293
N 3.0139 0.1236 -0.8356
C 2.9737 -1.1625 -0.2856
C 2.4080 -2.1295 -1.2756
N 1.0892 -2.4855 -0.9842
C 0.8335 -3.6727 -0.6364
C -0.4653 -4.2266 -0.4603
C -0.5592 -5.5899 -0.1692
C -1.7709 -6.2356 -0.0811
C -2.9420 -5.4942 -0.2779
C -2.8904 -4.1584 -0.5560
C -1.6537 -3.4312 -0.6702
O -1.6517 -2.2070 -0.9457
H 2.8293 4.9203 -2.2746
H 4.9178 5.3136 -3.5080
H 6.6567 3.5400 -3.6246
H 6.2410 1.3691 -2.5413
H 5.0292 -0.0420 -1.1356
H 2.3221 -1.1772 0.5438
H 3.9587 -1.5244 0.0629
H 3.0773 -3.0144 -1.3233
H 2.4367 -1.6607 -2.2650
H 1.6742 -4.3894 -0.5642
H 0.3589 -6.1548 -0.0110
H -1.8241 -7.2992 0.1270
H -3.9034 -5.9965 -0.2107
H -3.7977 -3.5861 -0.6966
C -1.6995 -1.9977 2.4313
C -0.7385 -3.1617 2.6456
C -0.8638 -3.6404 4.1010
C 0.7331 -2.9159 2.3777
C 1.5313 -4.0445 2.3366
C 2.9121 -3.9765 2.3008
C 3.4934 -2.7309 2.4490
C 2.7377 -1.5788 2.4817
C 3.4960 -0.2990 2.7608
C 3.6312 -0.1721 4.2855
C 2.9244 0.9843 2.1818
C 1.3239 -1.6234 2.2570
O 0.6542 -0.5836 1.9336
H -2.7218 -2.3621 2.5511
H -1.5733 -1.5732 1.4346
H -1.5178 -1.2098 3.1584
H -1.0582 -3.9801 1.9899
H -0.5491 -2.8516 4.7847
H -0.2379 -4.5108 4.2892
H -1.8960 -3.9006 4.3256
H 1.0471 -5.0159 2.3203
H 3.5199 -4.8701 2.2081
H 4.5781 -2.6500 2.5144
H 4.5126 -0.4166 2.3455
H 2.6443 -0.0480 4.7320
H 4.2498 0.6883 4.5520
H 4.0842 -1.0705 4.7091
H 1.9170 1.1769 2.5370
H 2.8996 0.9530 1.1006
H 3.5588 1.8280 2.4605
C -0.9239 3.7209 0.8070
C -2.1286 2.7857 0.6881
C -1.9667 1.7740 1.8250
C -3.4115 3.5909 0.9393
Si -1.9831 1.7623 -1.0895
C -3.7992 0.8558 -1.4550
C -3.6207 -0.1882 -2.5604
C -4.9744 1.7641 -1.8371
C -4.1906 0.0626 -0.2068
C -1.7594 3.1518 -2.6084
C -2.0550 2.5226 -3.9756
C -2.5915 4.4379 -2.4943
C -0.2817 3.5493 -2.6482
H -0.8508 4.1020 1.8260
H -1.0117 4.5710 0.1385
H -0.0139 3.1630 0.5734
H -1.8925 2.3056 2.7738
H -1.0560 1.1916 1.6491
H -2.8027 1.0881 1.8822
H -3.3372 4.1105 1.8956
H -4.2755 2.9360 0.9798
H -3.5724 4.3276 0.1604
H -3.4196 0.2652 -3.5232
H -4.5308 -0.7817 -2.6536
H -2.7942 -0.8448 -2.2931
H -4.7821 2.2718 -2.7747
H -5.1524 2.5117 -1.0735
H -5.8788 1.1661 -1.9597
H -3.3699 -0.6055 0.0482
H -5.0862 -0.5297 -0.4013
H -4.4038 0.7220 0.6274
H -3.1179 2.3580 -4.1228
H -1.5260 1.5764 -4.0651
H -1.7114 3.1891 -4.7686
H -3.6539 4.2215 -2.4832
H -2.3830 5.0896 -3.3458
H -2.3379 4.9781 -1.5897
H 0.3384 2.6660 -2.7972
H 0.0416 3.9961 -1.7181
H -0.1044 4.2577 -3.4594

Calculated values
- Highest occupied orbital energy: -0.6085 eV
- DFT total energy: -2214.40092 Eh
- LUMO energy: 4.04 eV
- Charge: -2
- Gap between HOMO and LUMO: 4.65 eV

Atom charges from the Mulliken analysis, given in e for atoms 1 to 4:
1 Sr 2.28
2 O -0.44
3 C 0.21
4 C -0.72

Record 2
Entry from the OMol25 dataset: C13H11CoI2N2OS as an isolated structure (wB97M-V/def2-TZVPD).

Positions of all 31 atoms, in Å:
Co -0.7260 0.0622 -0.6464
I -6.1763 2.5330 1.9100
C -4.1984 2.2963 1.3128
C -3.7099 3.0276 0.2371
C -2.3925 2.8663 -0.1637
I -1.6766 3.9479 -1.7822
C -1.5306 1.9825 0.4997
O -0.2678 1.7714 0.1207
C -2.0603 1.2428 1.5769
C -1.1511 0.2410 2.2249
N -0.8741 -0.8735 1.2714
C 0.3195 -1.6700 1.5822
C 1.3273 -1.7348 0.4473
C 2.4520 -2.5442 0.5502
C 3.3607 -2.5619 -0.4889
C 3.1271 -1.7762 -1.6103
C 1.9836 -1.0079 -1.6402
N 1.1071 -0.9876 -0.6302
C -3.3799 1.4008 1.9790
H -4.3526 3.7160 -0.2933
H -1.5822 -0.1362 3.1555
H -0.1900 0.7039 2.4464
H -1.6878 -1.4726 1.2114
H 0.0454 -2.6892 1.8615
H 0.8181 -1.2391 2.4533
H 2.6028 -3.1484 1.4358
H 4.2433 -3.1856 -0.4304
H 3.8113 -1.7628 -2.4464
H 1.7374 -0.3875 -2.4923
H -3.7601 0.8214 2.8118
S -1.9343 -0.7365 -2.1941

Calculated values
- Highest occupied orbital energy (alpha / beta): -7.7255 / -7.8656 eV
- DFT total energy: -3063.08280 Eh
- Spin multiplicity: 5
- LUMO energy (alpha / beta): 0.08 / -1.04 eV
- Charge: 0
- Gap between HOMO and LUMO (alpha / beta): 7.80 / 6.83 eV

Atom charges from the Mulliken analysis, given in e for atoms 1 to 4:
1 Co 0.18
2 I 0.07
3 C -0.22
4 C -0.31

Record 3
Entry from the OMol25 dataset: the molecule C7H12N2O6S at a distorted geometry (wB97M-V/def2-TZVPD).

Positions of all 28 atoms, in Å:
C 1.6705 1.6885 1.1028
C 0.5758 0.8515 1.7544
O 0.8121 0.3712 2.8010
N -0.7072 0.6876 1.1452
C -1.7912 0.7889 2.1197
C -0.8519 -0.4644 0.2337
C 0.1994 -1.5739 0.3399
C 1.4853 -1.3857 -0.5335
S 1.4064 -0.1267 -1.8212
O 2.5427 0.7163 -1.7794
O 1.3476 -0.7910 -3.0687
O 0.0963 0.8222 -1.6236
C -1.0314 0.0449 -1.2027
O -1.3875 -0.9867 -2.0789
N -1.6369 -0.4863 -3.4178
O -2.7573 -0.2456 -3.5681
H 1.2557 2.2048 0.2399
H 2.1070 2.3592 1.8327
H 2.4194 0.9872 0.7458
H -2.7482 0.4681 1.7121
H -1.6220 0.2336 3.0470
H -1.9193 1.8434 2.3725
H -1.8093 -0.9213 0.4825
H 0.4533 -1.8215 1.3663
H -0.2770 -2.4748 -0.0497
H 1.6697 -2.3157 -1.0618
H 2.3751 -1.2112 0.0651
H -1.8771 0.7372 -1.1550

Calculated values
- Highest occupied orbital energy: -9.6483 eV
- DFT total energy: -1232.91516 Eh
- LUMO energy: -0.69 eV
- Charge: 0
- Gap between HOMO and LUMO: 8.96 eV

Atom charges from the Mulliken analysis, given in e for atoms 1 to 4:
1 C -1.05
2 C 0.48
3 O -0.50
4 N 0.22

Record 4
Entry from the OMol25 dataset: C34H30BrIrN6O3 as an isolated structure at a distorted geometry (wB97M-V/def2-TZVPD).

Positions of all 75 atoms, in Å:
Ir -1.0181 0.6839 0.2466
C -3.3515 -0.1026 2.6277
O -2.1029 -0.5072 2.1025
C -1.1898 -1.1058 2.9393
C -1.5177 -1.6206 4.1924
C -0.5085 -2.2061 4.9468
Br -0.9393 -2.8501 6.6838
C 0.7910 -2.3229 4.4941
C 1.1618 -1.8109 3.2351
C 0.1359 -1.1370 2.4402
O 0.4521 -0.5506 1.3374
C 2.4721 -1.9110 2.7501
N 2.8969 -1.4036 1.5489
C 4.2300 -1.6443 1.3836
C 5.1112 -1.3219 0.3640
C 6.4300 -1.7320 0.5095
C 6.8524 -2.4363 1.6294
C 5.9792 -2.7585 2.6624
C 4.6631 -2.3539 2.5266
N 3.5693 -2.5013 3.3446
H -4.0092 -0.9585 2.8005
H -3.8012 0.5478 1.8786
H -3.2303 0.4572 3.5559
H -2.5176 -1.5706 4.5840
H 1.5331 -2.7946 5.1151
H 2.2382 -0.8988 0.9648
H 4.7934 -0.7660 -0.5033
H 7.1404 -1.4940 -0.2682
H 7.8861 -2.7363 1.7017
H 6.3217 -3.3011 3.5288
H 3.5759 -2.9671 4.2346
N -2.8570 -0.3468 -0.9125
C -3.7025 0.3194 -1.8199
C -5.0038 -0.1573 -1.9730
C -5.8910 0.4239 -2.8534
C -5.4950 1.5449 -3.5630
C -4.2148 2.0368 -3.4067
C -3.2713 1.4290 -2.5704
C -1.9151 2.0182 -2.5206
C -1.4406 2.6195 -3.6955
C -0.2670 3.3469 -3.7282
C 0.4553 3.5323 -2.5616
C 0.0353 2.8941 -1.4048
C -1.1100 2.0906 -1.3642
H -3.3661 -1.0663 -0.4083
H -2.0236 -0.7650 -1.3563
H -5.3048 -1.0230 -1.4013
H -6.8764 0.0063 -2.9811
H -6.1842 2.0334 -4.2325
H -3.9453 2.9328 -3.9427
H -2.0001 2.5038 -4.6118
H 0.0716 3.7931 -4.6535
H 1.3385 4.1554 -2.5534
H 0.6182 3.0428 -0.5003
N -0.3710 4.3181 2.7710
C 0.4121 3.4503 3.4728
C 0.1374 2.2110 2.9761
N -0.7986 2.3184 1.9873
C -1.0838 3.5979 1.8872
H -0.4012 5.3173 2.8951
H 1.0851 3.7712 4.2396
H 0.5384 1.2646 3.2775
H -1.7975 4.0178 1.2069
O -0.2907 -0.9988 -1.5023
N 0.3050 -1.2397 -2.6250
C 1.6377 -1.4634 -2.6720
C 2.2469 -1.8754 -3.8319
C 1.5000 -2.0544 -4.9915
C 0.1420 -1.7610 -4.9388
C -0.4259 -1.3448 -3.7610
H 2.1655 -1.3364 -1.7395
H 3.3041 -2.0810 -3.8243
H 1.9579 -2.4131 -5.8970
H -0.4853 -1.8736 -5.8070
H -1.4762 -1.1149 -3.6659

Calculated values
- Highest occupied orbital energy (alpha / beta): -9.3264 / -8.9897 eV
- DFT total energy: -4545.93636 Eh
- Spin multiplicity: 2
- LUMO energy (alpha / beta): -2.90 / -2.90 eV
- Charge: +1
- Gap between HOMO and LUMO (alpha / beta): 6.43 / 6.09 eV

Atom charges from the Mulliken analysis, given in e for atoms 1 to 4:
1 Ir 1.93
2 C -1.18
3 O -0.15
4 C 0.36

Which value of DFT total energy does entry 1 give?
-2214.40092 Eh